# 1
Formula: C3H6NPS
Source: the OMol25 dataset
Level of theory: wB97M-V/def2-TZVPD

```
! RIJCOSX wB97M-V def2-TZVPD def2/J DEFGRID3
* xyz 0 1
C -2.712 0.561 -0.610
C 1.303 0.409 -0.773
C 1.094 0.730 0.688
N -3.021 1.561 -1.092
P 0.286 -2.239 0.722
S 0.445 -0.416 1.760
H 1.800 -0.596 -0.643
H 0.490 0.415 -1.434
H 2.018 0.996 -1.382
H 1.034 1.695 0.991
H -2.490 -0.285 -0.147
H -0.247 -2.831 1.918
*
```

## Properties
Lowest unoccupied orbital energy (alpha / beta) (Ha): -0.0390 / -0.0165
Kohn-Sham gap (alpha / beta) (eV): 6.9 / 7.6
Energy above the lowest of the compared OMol25 structures with the same formula, charge and spin (kcal/mol): 65.6

natural (NBO) population analysis, charges in e, atoms 1 to 5: 0.085 -0.690 -0.352 -0.301 -0.097

# 2
Formula: C3H8IN
Source: the OMol25 dataset
Level of theory: wB97M-V/def2-TZVPD

```
! RIJCOSX wB97M-V def2-TZVPD def2/J DEFGRID3
* xyz 0 1
C 0.775 1.279 0.634
C -0.467 -1.129 -0.997
C -0.624 -0.206 0.103
N -1.713 0.657 -0.139
I -3.709 -0.038 0.189
H 1.778 1.173 0.113
H 0.013 2.012 0.309
H 0.915 1.380 1.689
H -0.289 -0.708 -2.046
H -1.352 -1.885 -1.039
H 0.370 -1.780 -0.962
H -0.478 -0.634 1.113
H -1.606 0.945 -1.158
*
```

## Properties
Lowest unoccupied orbital energy (Ha): -0.0158
Kohn-Sham gap (eV): 8.0
Energy above the lowest of the compared OMol25 structures with the same formula, charge and spin (kcal/mol): 58.9

natural (NBO) population analysis, charges in e, atoms 1 to 5: -0.599 -0.676 -0.023 -0.779 0.210

# 3
Formula: C2H7N5O
Source: the OMol25 dataset
Level of theory: wB97M-V/def2-TZVPD

```
! RIJCOSX wB97M-V def2-TZVPD def2/J DEFGRID3
* xyz 0 1
C -0.324 -0.386 -0.564
C 0.942 1.528 1.263
H 0.842 -1.354 1.884
H -0.521 -1.819 0.890
H 0.970 -1.686 -0.977
H -1.575 0.920 -0.401
H 1.343 2.638 1.675
H 1.605 0.611 1.110
H -1.225 0.621 -3.381
N 0.555 -1.838 1.078
N 0.847 -1.018 -0.104
N -0.986 0.413 0.347
N -0.309 1.398 1.079
N -0.632 -0.515 -1.754
O -1.533 0.488 -2.143
*
```

## Properties
Lowest unoccupied orbital energy (Ha): 0.0011
Kohn-Sham gap (eV): 9.0
Energy above the lowest of the compared OMol25 structures with the same formula, charge and spin (kcal/mol): 158.2

natural (NBO) population analysis, charges in e, atoms 1 to 5: 0.443 -0.126 0.353 0.357 0.383

# 4
Formula: C4H29O14
Source: the OMol25 dataset
Level of theory: wB97M-V/def2-TZVPD

```
! RIJCOSX wB97M-V def2-TZVPD def2/J DEFGRID3
* xyz -1 1
O 2.089 0.917 0.162
C 1.310 1.384 1.029
O 1.172 1.032 2.255
C 0.439 2.506 0.544
C 0.004 2.231 -0.891
C -1.406 2.642 -1.143
O -1.414 3.103 -2.426
H -0.604 2.576 1.147
H 0.954 3.443 0.637
H 0.852 2.647 -1.441
H 0.027 1.117 -1.116
H -2.204 1.894 -0.750
H -1.655 3.560 -0.593
H -1.671 2.351 -3.053
H 2.296 -1.905 -0.155
H 2.570 -0.836 0.910
O 2.384 -1.801 0.811
H -0.707 -0.984 3.149
H -1.204 -0.023 2.197
O -1.162 -1.010 2.351
H 0.421 -1.346 -0.714
H 0.635 -2.435 -1.583
O 1.107 -1.603 -1.380
H -0.215 1.778 3.099
H -1.074 2.906 2.647
O -1.061 2.210 3.162
H 1.277 -0.601 2.992
H 1.738 -1.936 2.655
O 1.179 -1.426 3.392
H -2.609 -1.168 -0.360
H -2.809 -1.299 1.254
O -3.200 -1.353 0.355
H -1.925 -3.353 -0.319
H -0.718 -4.080 -0.689
O -1.488 -3.722 -1.187
H 0.876 -2.562 0.842
H -0.376 -2.219 1.556
O -0.066 -2.828 0.859
H 2.512 0.860 -1.839
H 2.486 -0.534 -2.495
O 2.328 0.428 -2.560
H 0.509 0.274 -3.167
H 0.095 1.654 -3.398
O -0.353 0.769 -3.486
H -1.464 -1.888 -1.867
H -1.035 -0.493 -2.256
O -1.396 -0.962 -1.622
*
```

## Properties
Lowest unoccupied orbital energy (Ha): 0.1025
Kohn-Sham gap (eV): 9.3
Energy above the lowest of the compared OMol25 structures with the same formula, charge and spin (kcal/mol): 57.7

natural (NBO) population analysis, charges in e, atoms 1 to 5: -0.795 0.800 -0.827 -0.512 -0.433

# 5
Formula: C4H10N3O
Source: the OMol25 dataset
Level of theory: wB97M-V/def2-TZVPD

```
! RIJCOSX wB97M-V def2-TZVPD def2/J DEFGRID3
* xyz 1 1
C -0.101 -1.875 0.645
C -0.366 -0.290 0.475
C 0.467 0.548 1.510
N -1.703 0.040 0.816
O -2.274 1.106 0.630
C 0.130 0.442 -1.003
N -0.391 1.619 -1.328
N 0.868 -0.229 -1.793
H -0.307 -2.560 -0.160
H 0.971 -1.967 0.814
H -0.751 -2.241 1.494
H 0.044 0.524 2.463
H 0.661 1.605 1.005
H 1.470 0.028 1.621
H -0.841 2.246 -0.625
H -0.045 2.108 -2.194
H 1.213 -1.143 -1.592
H 0.953 0.038 -2.779
*
```

## Properties
Lowest unoccupied orbital energy (alpha / beta) (Ha): -0.1657 / -0.1658
Kohn-Sham gap (alpha / beta) (eV): 8.8 / 8.7
SMILES string: CC(C)(N=O)C(N)=[NH2+]
Energy above the lowest of the compared OMol25 structures with the same formula, charge and spin (kcal/mol): 73.7

natural (NBO) population analysis, charges in e, atoms 1 to 5: -0.634 0.015 -0.596 0.146 -0.250

# 6
Formula: C4H5N2
Source: the OMol25 dataset
Level of theory: wB97M-V/def2-TZVPD

```
! RIJCOSX wB97M-V def2-TZVPD def2/J DEFGRID3
* xyz 1 1
C -0.555 -1.372 1.066
C -0.155 -0.371 0.282
C -0.935 0.834 -0.021
N -0.397 1.546 -0.933
C 0.842 1.044 -1.126
N 1.026 -0.142 -0.530
H 0.084 -2.237 1.210
H -1.533 -1.175 1.695
H -1.856 0.989 0.423
H 1.647 1.604 -1.731
H 1.831 -0.721 -0.336
*
```

## Properties
Lowest unoccupied orbital energy (Ha): -0.2409
Kohn-Sham gap (eV): 9.5
SMILES string: C=C1C=NC=[NH+]1
Energy above the lowest of the compared OMol25 structures with the same formula, charge and spin (kcal/mol): 0.0

natural (NBO) population analysis, charges in e, atoms 1 to 5: -0.163 -0.012 0.207 -0.410 0.379